No. 1
This record from the Open Molecules 2025 dataset describes a 2-piece molecular cluster, C4H11N3O2 overall. The level of theory is the ωB97M-V functional and the def2-TZVPD basis.

Atoms and positions in Å:
O -0.0497 1.2030 0.8191
O -0.0961 2.6117 2.5170
N 1.0762 -0.8677 -1.0453
N -1.1293 -0.4798 -0.6976
N -0.5552 -1.7420 -2.5608
C 2.2234 -1.0770 -1.9295
C -0.3032 1.5058 2.0799
C -0.2286 -0.9874 -1.4471
C -0.8690 0.3855 2.9022
H 1.9776 -1.6850 -2.7918
H 2.5935 -0.1323 -2.3238
H -0.8407 0.6156 3.9658
H -1.2057 -2.4992 -2.4423
H 0.1991 -2.0579 -3.1501
H -1.9254 0.2572 2.6373
H 3.0015 -1.5429 -1.3680
H 1.1797 -0.0476 -0.4704
H -0.4134 -0.5884 2.7352
H -0.5840 0.4201 0.2841
H -2.1201 -0.5666 -0.8213

Properties
2S+1 = 1
SMILES = [H]/N=C(\N)NC.CC(=O)O
frontier orbital gap = 0.354 hartree



No. 2
This record from the Open Molecules 2025 dataset describes a 2-piece molecular cluster, C4H11N3O2 overall. The level of theory is the ωB97M-V functional and the def2-TZVPD basis.

Atoms and positions in Å:
O -2.3004 2.3999 0.8832
O -2.1625 0.4266 0.0102
N 2.4755 -1.2590 -0.1036
N 1.7513 0.9214 -0.6027
N 0.5222 -0.2183 1.0811
C -3.8464 1.6245 -0.9235
C -2.7629 1.5778 0.1339
C 2.8229 -2.4025 0.6998
C 1.5025 -0.2234 0.2992
H -4.0364 2.7509 -1.0342
H 0.9854 1.4599 -0.8368
H 3.0710 -3.2541 0.0319
H 3.4068 -0.8308 -0.5528
H 3.7333 -2.0369 1.2237
H 0.0936 -0.9275 1.6248
H -3.3821 1.0485 -1.8442
H -1.4345 0.2277 0.6934
H 2.1224 -2.8279 1.4047
H 2.1198 0.5433 -1.4846
H -4.6815 0.9999 -0.7035

Properties
2S+1 = 1
SMILES = [H]/N=C(/N)NC.CC(=O)O
frontier orbital gap = 0.371 hartree



No. 3
This record from the Open Molecules 2025 dataset describes a 2-piece molecular cluster, C4H11N3O2 overall. The level of theory is the ωB97M-V functional and the def2-TZVPD basis.

Atoms and positions in Å:
O 3.2258 -1.6183 -0.5303
O 2.9815 0.5469 -0.7666
N 0.3241 -0.6036 1.3185
N -1.2719 0.5970 2.5142
N -1.3796 0.3912 0.1055
C -0.7123 0.1646 1.3377
C 2.6222 -0.5405 -1.1195
C -2.7260 1.1181 0.1341
C 1.5313 -0.8778 -2.1373
H 1.8808 -0.6755 -3.2366
H 0.6596 -0.9870 0.4710
H -0.8090 0.4823 3.4734
H -2.6573 1.8869 -0.7249
H -2.2473 0.4924 2.5827
H 0.7648 -0.1768 -2.0245
H 0.9422 -1.9353 -1.9389
H -2.8678 1.6499 1.0541
H -3.6471 0.5376 -0.1239
H -0.6483 1.0227 -0.2508
H 4.0342 -1.4747 -0.1381

Properties
<S²> = 0.76
2S+1 = 2
net charge = +1
frontier orbital gap (alpha / beta) = 0.369 / 0.191 hartree



No. 4
This record from the Open Molecules 2025 dataset describes one molecule with the formula C4H11N3OS. The level of theory is the ωB97M-V functional and the def2-TZVPD basis.

Atoms and positions in Å:
S -1.7712 -0.0169 -0.1103
O -0.2118 -0.5183 0.6149
N -2.1202 -0.2869 -1.5231
N -2.6180 -1.0475 1.0237
N -2.0179 1.4902 0.0691
C 2.2160 -0.5952 0.3714
C 0.9268 0.0728 0.1314
C 1.0737 1.6084 0.1548
C 1.6066 -0.5945 -0.9824
H -2.4151 -1.9925 0.5892
H 2.0872 0.0150 -1.7643
H 3.1589 -0.1465 0.4870
H 1.0961 -1.5039 -1.4675
H -2.0818 -1.2620 -1.7311
H 0.0268 1.8839 0.0739
H -2.2752 1.6479 1.0294
H 1.5871 1.8776 -0.7154
H 2.1106 -1.4829 0.8577
H -1.9280 -1.0465 1.8540
H 1.5494 1.8979 1.0375

Properties
2S+1 = 1
SMILES = CC1(OS(=N)(=N)N)CC1
frontier orbital gap = 0.358 hartree



No. 5
This record from the Open Molecules 2025 dataset describes a 2-piece molecular cluster, C4H11N3P overall. The level of theory is the ωB97M-V functional and the def2-TZVPD basis.

Atoms and positions in Å:
P -1.3586 0.9132 2.7374
N 1.8557 0.3698 -2.2610
N -0.8201 0.4426 0.0795
N -1.1194 0.1478 1.2991
C -0.1928 -2.9568 0.5717
C -0.4545 -0.6748 -0.6423
C -0.3302 -1.8466 -0.0859
C -0.4738 1.7544 -0.2618
H 2.1658 0.8537 -1.4383
H -1.3468 -0.1064 3.6573
H 1.4861 1.0610 -2.8912
H -0.3700 -0.4742 -1.7783
H 2.6419 -0.0199 -2.7388
H 0.5478 1.8593 -0.0355
H 0.0204 1.1137 3.1160
H -1.0718 2.4293 0.2898
H -1.2328 -3.2784 1.0208
H -0.6424 1.9001 -1.4434
H 0.6955 -3.4877 0.8050

Properties
2S+1 = 1
net charge = +1
frontier orbital gap = 0.274 hartree



No. 6
This record from the Open Molecules 2025 dataset describes a 2-piece molecular cluster, C4H11N4 overall. The level of theory is the ωB97M-V functional and the def2-TZVPD basis.

Atoms and positions in Å:
N 1.2142 0.0636 -0.7248
N -0.0356 -1.9889 -1.8435
N -0.4129 -1.8927 -0.6783
N 1.4941 -0.4873 -1.9540
C -0.1437 0.5053 1.1880
C -0.0446 0.0116 -0.2388
C -1.5385 0.7376 1.7263
C -0.7543 1.8808 1.1876
H 1.9694 0.0234 -0.0319
H 0.8879 -0.1069 -2.5945
H 2.4629 -0.6453 -2.1003
H -1.0758 2.1603 0.2019
H -0.9210 0.4231 -0.7485
H 0.8341 0.4058 1.7715
H -0.1211 -2.4907 0.1504
H -2.3622 0.3838 1.0941
H -1.6761 0.6948 2.7452
H -0.3209 2.6344 1.8430
H 0.6322 -2.6903 -2.1750

Properties
2S+1 = 1
net charge = +1
frontier orbital gap = 0.337 hartree



No. 7
This record from the Open Molecules 2025 dataset describes an isolated ion of composition C4H11N4 and charge +1. The level of theory is the ωB97M-V functional and the def2-TZVPD basis.

Atoms and positions in Å:
N -0.9484 -1.4959 -1.8721
N 0.1501 -1.0326 0.6383
N -0.9747 -0.3005 -1.6036
N -0.6256 2.0156 -1.2585
C -0.7622 -1.2962 1.7324
C -0.4986 0.6937 -0.9617
C 0.4423 0.2965 0.1747
C 1.8994 0.7082 -0.1073
H -1.2246 -2.2689 1.5241
H 2.5161 0.1348 0.5524
H 2.2367 0.5054 -1.0430
H 0.1554 1.0464 1.0742
H 1.8330 1.8575 0.0505
H 1.0410 -1.6601 0.6184
H -0.4409 2.5895 -0.4426
H -1.2543 2.2720 -1.9254
H -0.1964 -1.4102 2.7756
H -1.7337 -1.9936 -1.4991
H -1.6146 -0.6616 1.5726

Properties
2S+1 = 1
net charge = +1
SMILES = [H]/N=N/C(=[NH2+])[C@H](C)NC
frontier orbital gap (alpha / beta) = 0.286 / 0.286 hartree



No. 8
This record from the Open Molecules 2025 dataset describes C4H11N4 as an isolated structure. The level of theory is the ωB97M-V functional and the def2-TZVPD basis.

Atoms and positions in Å:
N -2.4510 0.1691 -0.1044
N -1.4405 -0.4484 0.2002
N 0.0304 0.5725 0.6895
N -2.4813 1.4320 -0.2651
C -1.3812 -1.8308 0.4965
C 1.0954 0.3620 0.0779
C 2.2594 1.1071 0.6721
C 1.3854 -0.4681 -1.1193
H -1.6684 2.0066 -0.0423
H 2.0775 -1.2688 -0.8570
H -1.1034 -1.9635 1.5448
H 0.4878 -0.8920 -1.5606
H 2.9655 0.3772 1.0644
H -0.6261 -2.3215 -0.1179
H -3.3653 1.8494 -0.5203
H 1.8845 0.1521 -1.8624
H 2.7541 1.6984 -0.0937
H 1.9342 1.7506 1.4857
H -2.3570 -2.2839 0.3119

Properties
2S+1 = 1
net charge = +1
frontier orbital gap = 0.382 hartree



Largest force on an atom values, unit Eh/bohr, following the record order: 0.0281; 0.0765; 0.1025; 0.0681; 0.1142; 0.0546; 0.0804; 0.0914.
ΔE to the lowest compared entry with this formula, charge and spin values, unit kJ/mol, following the record order: 69.8; 208.1; 339.0; 387.7; 352.1; 590.1; 444.5; 400.6.